--- 1 ---
Formula: C5H7FO
Source: the Open Molecules 2025 dataset
Level of theory: ωB97M-V with the def2-TZVPD basis set

Each line ends with the Löwdin charge.
Atoms and positions in Å:
C -0.995 0.385 0.281  -0.165
C -0.837 -0.974 -0.391  -0.091
C 1.188 1.109 0.791  -0.167
C 1.203 -0.375 0.822  -0.035
C -0.524 -1.151 -1.670  -0.128
O -0.018 0.482 1.298  -0.157
F -0.580 -0.117 -2.539  -0.006
H -1.977 0.449 0.716  0.124
H -0.991 1.073 -0.570  0.124
H -0.490 -1.823 0.175  0.101
H 1.814 1.685 1.515  0.119
H 0.935 1.730 -0.106  0.122
H 1.606 -0.486 1.890  0.075
H -0.332 -1.984 -2.211  0.085

Values from the calculation:
Orbital gap in eV: 8.73
Net charge: 0

--- 2 ---
Formula: C5H7FO
Source: the Open Molecules 2025 dataset
Level of theory: ωB97M-V with the def2-TZVPD basis set

Each line ends with the Löwdin charge.
Atoms and positions in Å:
C 1.699 -0.432 0.374  -0.060
C 0.679 -0.116 -0.664  -0.311
C -0.625 -0.970 -0.561  0.075
C -1.566 -0.228 -0.015  -0.321
F -2.811 -0.493 0.275  0.124
C -1.098 1.083 0.334  -0.163
O 0.140 1.220 -0.334  -0.132
H 1.319 0.007 1.349  0.114
H 2.629 0.008 0.223  0.050
H 1.852 -1.506 0.479  0.085
H 1.235 -0.031 -1.713  0.178
H -0.738 -1.862 -0.980  0.072
H -1.690 1.926 -0.156  0.156
H -1.026 1.394 1.387  0.135

Values from the calculation:
Orbital gap in eV: 10.33
Net charge: 0
Structure (SMILES): C[C@H]1C=C(F)CO1

--- 3 ---
Formula: C5H7FO
Source: the Open Molecules 2025 dataset
Level of theory: ωB97M-V with the def2-TZVPD basis set

Each line ends with the Löwdin charge.
Atoms and positions in Å:
C -0.567 -2.010 1.778  0.069
C -0.788 -0.724 1.221  -0.188
O 0.306 -0.120 0.607  -0.092
C 0.217 0.585 -0.578  -0.324
C 1.588 1.301 -1.029  -0.045
C -0.955 0.608 -1.318  -0.158
F -1.147 1.440 -2.310  0.039
H 0.271 -2.573 1.766  0.010
H -1.309 -2.259 2.558  0.057
H -1.601 -0.136 1.691  0.124
H 1.529 1.487 -2.264  0.122
H 2.422 0.365 -0.698  0.147
H 1.734 2.327 -0.496  0.079
H -1.700 -0.291 -0.929  0.160

Values from the calculation:
Orbital gap in eV: 9.45
Net charge: 0
Structure (SMILES): C=CO/C(C)=C/F

Which structure loses on stability? 1 does.

--- 1 ---
Formula: C6H9N2
Source: the Open Molecules 2025 dataset
Level of theory: ωB97M-V with the def2-TZVPD basis set

Each line ends with the Löwdin charge.
Atoms and positions in Å:
C -0.198 -1.892 0.165  0.013
C -1.368 -1.281 -0.128  -0.058
C 0.673 -0.932 0.845  -0.179
C -1.747 0.135 0.114  -0.170
C -0.706 1.251 -0.149  0.049
C 0.978 0.493 0.503  -0.273
N 1.259 -0.228 1.712  0.234
N 2.094 0.766 -0.467  0.217
H 0.111 -2.898 0.142  0.103
H -2.109 -1.860 -0.633  0.116
H -2.708 0.199 -0.398  0.129
H -1.900 0.120 1.157  0.116
H -0.433 1.546 -1.099  0.044
H -0.939 2.172 0.446  0.113
H 2.611 1.634 -0.316  0.167
H 1.550 0.787 -1.366  0.172
H 2.831 -0.012 -0.527  0.206

Values from the calculation:
Orbital gap in eV: 9.68
Net charge: +1

--- 2 ---
Formula: C6H9N2
Source: the Open Molecules 2025 dataset
Level of theory: ωB97M-V with the def2-TZVPD basis set

Each line ends with the Löwdin charge.
Atoms and positions in Å:
C 0.213 1.841 -1.520  -0.018
C 0.019 0.500 -1.238  0.026
N -0.235 0.407 0.103  -0.003
C -0.521 -0.864 0.643  -0.254
C 0.603 -1.607 1.305  -0.009
C -0.064 -2.088 0.061  -0.108
C -0.276 1.639 0.570  -0.002
N -0.060 2.518 -0.402  0.145
H 0.578 2.344 -2.429  0.154
H -0.161 -0.518 -1.757  0.175
H -1.495 -0.978 0.966  0.147
H 0.545 -2.254 2.131  0.105
H 1.541 -1.190 1.182  0.098
H 0.586 -2.147 -0.797  0.114
H -0.801 -2.851 -0.011  0.123
H -0.551 1.799 1.578  0.166
H 0.079 3.450 -0.386  0.141

Values from the calculation:
Orbital gap in eV: 11.14
Net charge: +1
Structure (SMILES): c1c[n+](C2CC2)c[nH]1

--- 3 ---
Formula: C6H9N2
Source: the Open Molecules 2025 dataset
Level of theory: ωB97M-V with the def2-TZVPD basis set

Each line ends with the Löwdin charge.
Atoms and positions in Å:
C -2.775 0.595 0.098  -0.054
C -1.542 1.106 0.005  -0.010
C -1.374 -1.054 0.092  -0.005
C 1.752 -0.244 0.591  -0.132
C 0.630 0.093 0.070  -0.120
C 3.072 -0.058 -0.166  -0.096
N -2.677 -0.747 -0.014  0.105
N -0.681 0.060 0.108  -0.081
H -3.844 1.014 -0.105  0.185
H -1.183 2.121 0.190  0.156
H -1.017 -2.050 -0.072  0.174
H 1.926 -0.955 1.437  0.141
H 1.072 1.307 -1.212  0.253
H 2.819 0.432 -1.151  0.057
H 3.720 -0.954 -0.200  0.089
H 3.693 0.687 0.392  0.093
H -3.590 -1.354 -0.064  0.246

Values from the calculation:
Orbital gap in eV: 9.19
Net charge: +1

--- 4 ---
Formula: C6H9N2
Source: the Open Molecules 2025 dataset
Level of theory: ωB97M-V with the def2-TZVPD basis set

Each line ends with the Löwdin charge.
Atoms and positions in Å:
C -2.447 -0.044 -0.004  -0.018
C -1.642 -1.144 -0.009  0.003
N -0.369 -0.671 -0.009  0.027
C -0.369 0.652 -0.003  -0.228
N -1.636 1.064 -0.003  0.167
C 0.977 1.260 0.023  -0.052
C 1.932 0.039 -0.052  -0.119
C 1.096 -1.245 0.032  -0.003
H -3.515 0.039 -0.005  0.133
H -1.891 -2.185 -0.017  0.137
H -1.966 2.019 0.006  0.189
H 1.133 1.943 -0.814  0.133
H 1.126 1.837 0.939  0.134
H 2.484 0.062 -0.990  0.121
H 2.656 0.071 0.758  0.122
H 1.227 -1.910 -0.818  0.128
H 1.205 -1.788 0.967  0.128

Values from the calculation:
Orbital gap in eV: 11.17
Net charge: +1
Structure (SMILES): c1c[n+]2c([nH]1)CCC2

Which structure loses on stability? 1 does.

--- 1 ---
Formula: C4H16N3O
Source: the Open Molecules 2025 dataset
Level of theory: ωB97M-V with the def2-TZVPD basis set

Each line ends with the Löwdin charge.
Atoms and positions in Å:
N 2.573 0.542 0.032  0.196
C 1.719 1.674 0.539  -0.138
C 0.384 1.772 -0.177  -0.222
N -0.415 0.660 0.297  -0.060
C -1.696 0.493 -0.352  -0.225
C -2.339 -0.753 0.197  -0.231
N -1.761 -1.997 -0.432  -0.016
H 2.546 0.480 -0.987  0.171
H 2.245 -0.356 0.383  0.116
H 3.570 0.720 0.183  0.176
H 2.300 2.593 0.581  0.133
H 1.544 1.471 1.597  0.138
H 0.528 1.970 -1.244  0.129
H 0.017 2.736 0.192  0.134
H 0.143 -0.180 0.119  0.062
H -2.275 1.403 -0.188  0.129
H -1.613 0.309 -1.438  0.126
H -3.422 -0.856 0.154  0.114
H -2.113 -0.894 1.259  0.117
H -2.063 -2.745 0.191  0.087
H -2.265 -2.200 -1.294  0.089
H 0.133 -2.033 -0.169  -0.023
H 1.189 -2.786 0.558  0.060
O 1.073 -2.023 -0.001  -0.061

Values from the calculation:
Orbital gap in eV: 9.76
Net charge: +1

--- 2 ---
Formula: C4H16N3O
Source: the Open Molecules 2025 dataset
Level of theory: ωB97M-V with the def2-TZVPD basis set

Each line ends with the Löwdin charge.
Atoms and positions in Å:
C -0.686 1.224 2.002  -0.280
N -1.523 2.398 2.149  0.013
C 0.338 1.488 0.904  -0.152
N 1.237 0.305 0.725  0.148
H -1.240 0.306 1.771  0.111
H -0.159 1.052 2.940  0.122
H -2.356 2.362 1.575  0.081
H -1.821 2.535 3.104  0.080
H 0.941 2.357 1.159  0.132
H -0.144 1.660 -0.054  0.128
H 1.939 0.491 0.006  0.138
H 1.717 0.075 1.593  0.163
H 0.712 -0.548 0.355  0.107
C -1.403 -2.024 -0.746  -0.083
N 0.032 -1.688 -0.832  -0.134
C 0.356 -1.105 -2.124  -0.276
O 1.617 -0.456 -1.990  -0.059
H -1.975 -1.130 -0.512  0.078
H -1.552 -2.744 0.050  0.088
H -1.782 -2.468 -1.667  0.090
H 0.568 -2.544 -0.727  0.130
H 0.415 -1.861 -2.913  0.136
H -0.424 -0.385 -2.385  0.130
H 1.815 -0.006 -2.821  0.109

Values from the calculation:
Orbital gap in eV: 10.42
Net charge: +1

Which structure loses on stability? 1 does.

--- 1 ---
Formula: C4H3N3
Source: the Open Molecules 2025 dataset
Level of theory: ωB97M-V with the def2-TZVPD basis set

Each line ends with the Löwdin charge.
Atoms and positions in Å:
N 2.831 -0.044 -0.131  0.178
C 1.661 0.063 0.086  -0.166
C 0.305 0.034 0.102  -0.378
N -0.232 -1.117 0.096  0.131
N -1.595 -0.883 -0.109  0.027
C -1.842 0.308 -0.016  -0.206
C -0.644 1.233 -0.006  -0.056
H -2.984 0.510 -0.059  0.145
H -0.542 2.009 -0.854  0.150
H -0.371 1.955 0.924  0.174

Values from the calculation:
Orbital gap in eV: 9.93
Net charge: 0
Structure (SMILES): N#CC1=NN=CC1

--- 2 ---
Formula: C4H3N3
Source: the Open Molecules 2025 dataset
Level of theory: ωB97M-V with the def2-TZVPD basis set

Each line ends with the Löwdin charge.
Atoms and positions in Å:
N 2.675 0.293 0.750  0.127
C 1.827 -0.320 0.251  -0.323
C 0.801 -1.008 -0.437  -0.097
N -0.276 -1.569 0.012  0.088
C -1.306 -0.732 0.119  -0.126
C -0.933 0.597 -0.124  -0.131
N 0.293 0.700 -0.549  0.087
H -2.281 -1.049 0.452  0.103
H -1.548 1.460 0.065  0.122
H 0.748 1.628 -0.540  0.150

Values from the calculation:
Orbital gap in eV: 8.83
Net charge: 0
Structure (SMILES): N#Cc1ncc[nH]1

Which structure loses on stability? 2 does.